[1]
The following is a quantum chemistry calculation of the ion C6H9O2 with charge -1, from OMol25.

As for the energy relative to the best compared isomer or geometry (same formula, charge and spin): 0.643 eV. As for the LUMO energy: 3.6 eV. Its total charge is -1. Its structure (SMILES) is C=C(C)CCC(=O)[O-]. The gap between HOMO and LUMO comes out at 7.334 eV. As for the multiplicity: 1. The value obtained for the largest force on an atom is 3.6 eV/A.

Each atom is followed by the atoms it is bonded to, with distances in Å.
Geometry (Å):
1 C -1.66 0.01 -0.58  C2 1.312, H9 1.067, H10 1.092
2 C -0.56 0.70 -0.44  C1 1.312, C3 1.527, C4 1.522
3 C -0.40 2.06 -1.11  C2 1.527, H11 1.134, H12 1.081, H13 1.094
4 C 0.77 0.15 0.05  C2 1.522, C5 1.540, H14 1.142, H15 1.114
5 C 0.74 -0.75 1.30  C4 1.540, C6 1.546, H16 1.141, H17 1.064
6 C 0.77 -2.27 1.05  C5 1.546, O7 1.247, O8 1.304
7 O 1.01 -2.75 -0.08  C6 1.247
8 O 0.71 -2.96 2.16  C6 1.304
9 H -1.66 -0.97 -0.15  C1 1.067
10 H -2.59 0.24 -1.09  C1 1.092
11 H -1.41 2.42 -1.49  C3 1.134
12 H 0.14 2.05 -2.05  C3 1.081
13 H 0.06 2.83 -0.49  C3 1.094
14 H 1.06 -0.55 -0.80  C4 1.142
15 H 1.59 0.91 -0.02  C4 1.114
16 H 1.64 -0.53 1.97  C5 1.141
17 H -0.20 -0.61 1.78  C5 1.064

Computed Mulliken charges, given in elementary charges: C -1.01; C 0.70; C -1.30; C -0.34; C -0.82; C 0.54; O -0.71; O -0.79; H 0.29; H 0.30; H 0.32; H 0.29; H 0.32; H 0.26; H 0.37; H 0.22; H 0.36


[2]
The following is a quantum chemistry calculation of a cluster of 2 separate species, C3H10NO2 in total, from OMol25.

As for the energy relative to the best compared isomer or geometry (same formula, charge and spin): 1.693 eV. As for the LUMO energy: -3.5 eV. Its total charge is +1. The gap between HOMO and LUMO comes out at 11.230 eV. As for the multiplicity: 1. The value obtained for the largest force on an atom is 3.5 eV/A.

Each atom is followed by the atoms it is bonded to, with distances in Å.
Geometry (Å):
1 O -0.38 -0.45 2.07  C2 1.242
2 C -1.45 -0.33 1.46  O1 1.242, C3 1.487, H6 1.131
3 C -1.38 -0.23 -0.02  C2 1.487, N4 1.482, H7 1.153, H8 1.072
4 N 0.04 -0.02 -0.40  C3 1.482, C5 1.504, H9 0.975, H10 1.007
5 C 0.10 0.87 -1.62  N4 1.504, H11 1.186, H12 1.103, H13 1.113
6 H -2.49 -0.21 1.91  C2 1.131
7 H -1.75 -1.23 -0.45  C3 1.153
8 H -1.92 0.66 -0.29  C3 1.072
9 H 0.60 0.33 0.32  N4 0.975
10 H 0.46 -0.92 -0.61  N4 1.007
11 H -0.70 1.73 -1.42  C5 1.186
12 H -0.21 0.28 -2.49  C5 1.103
13 H 1.16 1.20 -1.66  C5 1.113
14 H 2.62 0.05 1.53  O16 0.986
15 H 3.00 -1.20 0.88  O16 0.958
16 O 2.32 -0.52 0.79  H14 0.986, H15 0.958

Computed Mulliken charges, given in elementary charges: O -0.45; C 0.12; C -0.46; N -0.17; C -0.80; H 0.34; H 0.32; H 0.33; H 0.38; H 0.36; H 0.31; H 0.35; H 0.34; H 0.31; H 0.29; O -0.59


[3]
The following is a quantum chemistry calculation of an isolated molecule of C4H10N2O2, from OMol25.

As for the energy relative to the best compared isomer or geometry (same formula, charge and spin): 2.059 eV. As for the LUMO energy: 0.9 eV. Its total charge is 0. Its structure (SMILES) is CC1(C)OC(N)(N)O1. The gap between HOMO and LUMO comes out at 10.233 eV. As for the multiplicity: 1. The value obtained for the largest force on an atom is 1.9 eV/A.

Each atom is followed by the atoms it is bonded to, with distances in Å.
Geometry (Å):
1 C 1.61 -1.26 -0.10  C2 1.522, H9 1.088, H10 1.088, H11 1.089
2 C 0.76 0.01 -0.14  C1 1.522, C3 1.522, O4 1.388, O8 1.500
3 C 1.60 1.27 -0.08  C2 1.522, H12 1.089, H13 1.088, H14 1.088
4 O -0.22 0.01 -1.12  C2 1.388, C5 1.624
5 C -1.30 -0.01 0.09  O4 1.624, N6 1.384, N7 1.384, O8 1.410
6 N -2.03 -1.18 0.05  C5 1.384, H15 1.008, H16 1.009
7 N -2.05 1.15 0.07  C5 1.384, H17 1.008, H18 1.009
8 O -0.22 -0.01 1.00  C2 1.500, C5 1.410
9 H 2.21 -1.28 0.81  C1 1.088
10 H 0.97 -2.14 -0.14  C1 1.088
11 H 2.26 -1.27 -0.97  C1 1.089
12 H 2.24 1.31 -0.96  C3 1.089
13 H 0.96 2.15 -0.09  C3 1.088
14 H 2.21 1.29 0.82  C3 1.088
15 H -3.02 -1.13 0.26  N6 1.008
16 H -1.47 -2.01 0.09  N6 1.009
17 H -3.03 1.10 0.31  N7 1.008
18 H -1.49 1.99 0.09  N7 1.009

Computed Mulliken charges, given in elementary charges: C -1.34; C 1.07; C -1.33; O -0.55; C 0.88; N -0.45; N -0.45; O -0.50; H 0.30; H 0.31; H 0.34; H 0.34; H 0.31; H 0.30; H 0.19; H 0.19; H 0.20; H 0.19


[4]
The following is a quantum chemistry calculation of a cluster of 2 separate species, C5H14BrNO in total, from OMol25.

As for the LUMO energy (spin up / spin down): 3.0 / 3.0 eV. Its total charge is -1. The gap between HOMO and LUMO (spin up / spin down) comes out at 2.981 / 7.350 eV. As for the multiplicity: 2. As for the expectation value of S²: 0.7503. The value obtained for the largest force on an atom is 3.4 eV/A.

Each atom is followed by the atoms it is bonded to, with distances in Å.
Geometry (Å):
1 Br 1.62 3.03 -2.89  no bonds
2 C 0.07 -1.36 -1.17  N3 1.523, H9 1.090, H10 1.090, H11 1.090
3 N -0.54 -0.49 -0.07  C2 1.523, C4 1.553, C5 1.579, C6 1.485
4 C -2.09 -0.40 -0.21  N3 1.553, H12 1.090, H13 1.090, H14 1.090
5 C -0.40 -1.06 1.40  N3 1.579, H15 1.090, H16 1.090, H17 1.090
6 C 0.04 0.87 -0.09  N3 1.485, C7 1.536, H18 1.090, H19 1.090
7 C 1.54 1.05 0.19  C6 1.536, O8 1.424, H20 1.090, H21 1.090
8 O 1.63 1.17 1.61  C7 1.424, H22 0.960
9 H 1.15 -1.38 -1.00  C2 1.090
10 H -0.23 -0.76 -2.03  C2 1.090
11 H -0.46 -2.31 -1.10  C2 1.090
12 H -2.41 -1.40 -0.49  C4 1.090
13 H -2.32 0.40 -0.92  C4 1.090
14 H -2.60 -0.20 0.73  C4 1.090
15 H 0.61 -0.94 1.78  C5 1.090
16 H -0.58 -2.13 1.29  C5 1.090
17 H -1.04 -0.45 2.03  C5 1.090
18 H -0.57 1.44 0.61  C6 1.090
19 H -0.18 1.13 -1.13  C6 1.090
20 H 2.07 1.92 -0.19  C7 1.090
21 H 2.22 0.28 -0.16  C7 1.090
22 H 2.48 1.57 1.79  O8 0.960

Computed Mulliken charges, given in elementary charges: Br -0.90; C -2.07; N 4.81; C -2.58; C -2.66; C -0.68; C -0.57; O -0.35; H 0.13; H 0.05; H 0.59; H 0.79; H 0.03; H 0.19; H 0.11; H 0.56; H 0.27; H 0.32; H 0.17; H 0.40; H 0.12; H 0.26


[5]
The following is a quantum chemistry calculation of an isolated molecule of C43H36N2O4, from OMol25.

As for the LUMO energy: 0.6 eV. Its total charge is 0. Its structure (SMILES) is CC1(C)OC(=O)C(C(c2ccc(N(c3ccccc3)c3ccccc3)cc2)c2ccc(N(c3ccccc3)c3ccccc3)cc2)C(=O)O1. The gap between HOMO and LUMO comes out at 7.930 eV. As for the multiplicity: 1. The value obtained for the largest force on an atom is 2.1 eV/A.

Each atom is followed by the atoms it is bonded to, with distances in Å.
Geometry (Å):
1 C 0.25 -1.46 5.88  C2 1.516, H50 1.096, H51 1.096, H52 1.096
2 C -1.01 -1.48 5.05  C1 1.516, C3 1.528, O4 1.439, O49 1.447
3 C -2.10 -2.40 5.59  C2 1.528, H53 1.094, H54 1.095, H55 1.091
4 O -1.54 -0.15 4.88  C2 1.439, C5 1.386
5 C -0.72 0.72 4.19  O4 1.386, O6 1.209, C7 1.525
6 O -0.83 1.91 4.36  C5 1.209
7 C 0.24 0.14 3.16  C5 1.525, C8 1.492, C47 1.526, H56 1.110
8 C 0.16 0.96 1.92  C7 1.492, C9 1.529, C28 1.527, H57 1.099
9 C -1.12 0.74 1.10  C8 1.529, C10 1.396, C27 1.406
10 C -2.27 0.23 1.69  C9 1.396, C11 1.390, H58 1.085
11 C -3.48 0.21 1.00  C10 1.390, C12 1.399, H59 1.090
12 C -3.51 0.64 -0.33  C11 1.399, N13 1.398, C26 1.406
13 N -4.71 0.52 -1.05  C12 1.398, C14 1.425, C20 1.426
14 C -5.13 1.50 -2.00  N13 1.425, C15 1.405, C19 1.396
15 C -5.91 2.58 -1.54  C14 1.405, C16 1.397, H60 1.092
16 C -6.54 3.41 -2.47  C15 1.397, C17 1.401, H61 1.090
17 C -6.32 3.23 -3.84  C16 1.401, C18 1.398, H62 1.091
18 C -5.47 2.21 -4.28  C17 1.398, C19 1.400, H63 1.091
19 C -4.89 1.33 -3.36  C14 1.396, C18 1.400, H64 1.091
20 C -5.40 -0.72 -1.03  N13 1.426, C21 1.397, C25 1.395
21 C -5.06 -1.71 -1.96  C20 1.397, C22 1.396, H65 1.091
22 C -5.69 -2.95 -1.90  C21 1.396, C23 1.398, H66 1.089
23 C -6.68 -3.19 -0.94  C22 1.398, C24 1.398, H67 1.091
24 C -7.04 -2.19 -0.05  C23 1.398, C25 1.396, H68 1.089
25 C -6.40 -0.95 -0.08  C20 1.395, C24 1.396, H69 1.092
26 C -2.36 1.16 -0.94  C12 1.406, C27 1.389, H70 1.093
27 C -1.17 1.20 -0.23  C9 1.406, C26 1.389, H71 1.092
28 C 1.41 0.77 1.07  C8 1.527, C29 1.399, C46 1.397
29 C 2.49 1.65 1.24  C28 1.399, C30 1.392, H72 1.092
30 C 3.63 1.51 0.44  C29 1.392, C31 1.410, H73 1.091
31 C 3.76 0.38 -0.39  C30 1.410, N32 1.391, C45 1.406
32 N 4.88 0.22 -1.20  C31 1.391, C33 1.423, C39 1.428
33 C 5.22 -1.05 -1.73  N32 1.423, C34 1.401, C38 1.401
34 C 5.41 -1.21 -3.11  C33 1.401, C35 1.396, H74 1.092
35 C 5.75 -2.46 -3.62  C34 1.396, C36 1.400, H75 1.089
36 C 6.02 -3.53 -2.76  C35 1.400, C37 1.399, H76 1.092
37 C 5.90 -3.35 -1.38  C36 1.399, C38 1.397, H77 1.090
38 C 5.45 -2.13 -0.87  C33 1.401, C37 1.397, H78 1.092
39 C 5.80 1.30 -1.42  N32 1.428, C40 1.401, C44 1.399
40 C 6.99 1.34 -0.68  C39 1.401, C41 1.396, H79 1.091
41 C 7.95 2.31 -0.97  C40 1.396, C42 1.399, H80 1.089
42 C 7.73 3.22 -2.01  C41 1.399, C43 1.399, H81 1.090
43 C 6.53 3.18 -2.74  C42 1.399, C44 1.396, H82 1.089
44 C 5.55 2.24 -2.42  C39 1.399, C43 1.396, H83 1.093
45 C 2.70 -0.53 -0.51  C31 1.406, C46 1.389, H84 1.092
46 C 1.50 -0.26 0.13  C28 1.397, C45 1.389, H85 1.085
47 C 0.01 -1.34 2.85  C7 1.526, O48 1.209, O49 1.366
48 O 0.41 -1.92 1.87  C47 1.209
49 O -0.75 -2.05 3.74  C2 1.447, C47 1.366
50 H 1.01 -0.81 5.43  C1 1.096
51 H 0.00 -1.08 6.88  C1 1.096
52 H 0.64 -2.48 5.97  C1 1.096
53 H -2.91 -2.47 4.86  C3 1.094
54 H -1.68 -3.40 5.73  C3 1.095
55 H -2.50 -2.04 6.54  C3 1.091
56 H 1.27 0.23 3.58  C7 1.110
57 H 0.14 2.01 2.25  C8 1.099
58 H -2.30 -0.12 2.72  C10 1.085
59 H -4.40 -0.10 1.50  C11 1.090
60 H -6.04 2.71 -0.47  C15 1.092
61 H -7.20 4.20 -2.11  C16 1.090
62 H -6.80 3.89 -4.56  C17 1.091
63 H -5.27 2.07 -5.35  C18 1.091
64 H -4.26 0.50 -3.69  C19 1.091
65 H -4.28 -1.49 -2.69  C21 1.091
66 H -5.40 -3.73 -2.61  C22 1.089
67 H -7.17 -4.17 -0.90  C23 1.091
68 H -7.82 -2.35 0.69  C24 1.089
69 H -6.63 -0.15 0.62  C25 1.092
70 H -2.40 1.53 -1.97  C26 1.093
71 H -0.28 1.59 -0.72  C27 1.092
72 H 2.40 2.47 1.95  C29 1.092
73 H 4.42 2.26 0.47  C30 1.091
74 H 5.25 -0.35 -3.76  C34 1.092
75 H 5.83 -2.59 -4.70  C35 1.089
76 H 6.35 -4.49 -3.17  C36 1.092
77 H 6.15 -4.16 -0.69  C37 1.090
78 H 5.31 -1.99 0.21  C38 1.092
79 H 7.15 0.61 0.11  C40 1.091
80 H 8.87 2.35 -0.39  C41 1.089
81 H 8.50 3.96 -2.27  C42 1.090
82 H 6.36 3.88 -3.55  C43 1.089
83 H 4.60 2.20 -2.96  C44 1.093
84 H 2.79 -1.42 -1.13  C45 1.092
85 H 0.63 -0.85 -0.15  C46 1.085

Computed Mulliken charges, given in elementary charges: C -1.44; C 1.59; C -1.66; O -0.37; C 0.27; O -0.59; C -0.32; C 0.20; C 0.38; C -0.09; C -1.63; C 1.01; N 0.94; C -0.31; C -0.27; C -0.66; C -0.36; C -0.79; C 0.12; C -0.19; C -0.14; C -0.78; C -0.40; C -0.83; C 0.03; C -0.98; C -0.90; C -0.37; C -0.89; C -0.75; C 1.49; N 0.83; C -0.53; C -0.18; C -0.66; C -0.38; C -0.76; C 0.37; C -1.31; C 0.24; C -0.79; C -0.35; C -0.82; C 0.27; C -1.24; C -0.24; C 0.21; O -0.58; O -0.33; H 0.26; H 0.39; H 0.39; H 0.42; H 0.35; H 0.38; H 1.06; H 0.91; H 0.26; H 0.38; H 0.41; H 0.36; H 0.36; H 0.36; H 0.28; H 0.30; H 0.36; H 0.37; H 0.36; H 0.40; H 0.42; H 0.48; H 0.45; H 0.46; H 0.38; H 0.38; H 0.36; H 0.35; H 0.42; H 0.40; H 0.37; H 0.38; H 0.37; H 0.47; H 0.36; H 0.48


[6]
The following is a quantum chemistry calculation of an isolated molecule of C4H9N, from OMol25.

As for the energy relative to the best compared isomer or geometry (same formula, charge and spin): 2.586 eV. As for the LUMO energy: 1.1 eV. Its total charge is 0. Its structure (SMILES) is C=CNCC. The gap between HOMO and LUMO comes out at 8.351 eV. As for the multiplicity: 1. The value obtained for the largest force on an atom is 3.5 eV/A.

Each atom is followed by the atoms it is bonded to, with distances in Å.
Geometry (Å):
1 C -1.13 -2.33 -0.71  C2 1.396, H6 1.087, H7 1.045
2 C -0.88 -1.09 -0.12  C1 1.396, N3 1.411, H8 1.062
3 N 0.42 -0.56 -0.02  C2 1.411, C4 1.471, H9 1.102
4 C 0.64 0.68 0.74  N3 1.471, C5 1.535, H10 1.092, H11 1.109
5 C 0.64 1.99 -0.07  C4 1.535, H12 1.095, H13 1.153, H14 1.119
6 H -1.82 -3.02 -0.24  C1 1.087
7 H -0.68 -2.59 -1.62  C1 1.045
8 H -1.69 -0.41 -0.03  C2 1.062
9 H 1.09 -1.44 -0.09  N3 1.102
10 H 1.57 0.67 1.31  C4 1.092
11 H -0.07 0.92 1.55  C4 1.109
12 H -0.28 2.15 -0.65  C5 1.095
13 H 1.60 2.16 -0.68  C5 1.153
14 H 0.59 2.88 0.61  C5 1.119

Computed Mulliken charges, given in elementary charges: C -0.86; C -0.17; N -0.30; C -0.44; C -0.97; H 0.23; H 0.32; H 0.35; H 0.35; H 0.35; H 0.29; H 0.30; H 0.25; H 0.32


> Look up the largest force on an atom of the second one.

3.5 eV/A